(1)
Here is a structure of composition C19H63F5N4O22S3Y in a non-equilibrium geometry from the OMol25 dataset. Energies are from ωB97M-V with the def2-TZVPD basis set.

Computed properties:
⟨S²⟩: 0.750
Strongest force on any atom in eV Å⁻¹: 8.714
LUMO (spin up / spin down) in eV: -1.57 / -1.57

Structure (ORCA input):
```
! wB97M-V def2-TZVPD RIJCOSX def2/J DEFGRID3
* xyz 0 2
Y 4.82772 16.78906 25.02640
C 8.22221 17.00631 28.09392
F 8.11361 18.18633 27.38926
F 8.75178 16.03768 27.31672
F 8.98661 17.29605 29.15764
S 6.47378 16.46134 28.52009
O 5.71624 16.29489 27.21934
O 6.69793 15.24653 29.26170
O 5.92706 17.54218 29.38309
N 4.97943 14.60239 25.02101
S 4.11558 13.50024 25.80457
O 4.75523 12.73784 26.87598
O 3.04314 12.90098 25.02212
F 3.25670 14.60684 26.57233
S 5.99187 13.29489 24.60862
O 5.42572 12.10477 23.90016
O 7.11364 13.04599 25.53687
F 6.67003 14.09914 23.34474
O 7.23854 16.85716 24.65860
H 7.71194 17.52669 24.16479
H 7.91029 16.22189 24.90644
O 8.80437 15.12783 30.93561
H 7.90343 15.34741 30.69827
H 9.27715 15.95805 30.87692
O 5.84915 18.86642 26.18695
H 5.47657 19.61596 26.65129
H 6.73425 18.78049 26.54115
O 4.23627 14.19136 30.21733
H 3.97956 13.42044 29.71135
H 5.15580 14.33146 29.99135
O 6.32693 12.50431 28.90111
H 5.87881 12.61792 28.06295
H 7.06100 13.11762 28.86585
O 10.00174 13.13288 26.35948
H 9.48873 12.34046 26.20103
H 9.68607 13.45859 27.20239
C 11.40015 17.81431 32.82053
C 11.56135 18.06935 31.34569
O 12.98041 18.23331 31.02364
O 10.11567 17.42656 33.14900
H 11.61925 18.72905 33.37132
H 11.84973 16.89990 33.20761
H 10.97549 18.91194 30.97837
H 11.21195 17.24096 30.72943
H 13.25136 19.11702 30.76430
H 9.72650 18.29651 33.26444
C 3.19671 17.46247 31.32147
C 2.30991 16.90462 30.13987
O 1.15016 17.53963 29.81117
O 2.42884 17.49990 32.50552
H 3.66848 18.41163 31.06726
H 4.07119 16.85420 31.55253
H 2.04342 15.85485 30.26254
H 3.01791 16.90947 29.31113
H 1.15153 17.46712 28.85390
H 1.61620 17.95123 32.26571
C 10.45536 15.93386 23.78384
C 11.33545 16.86037 24.56349
O 12.31504 17.31691 23.64474
O 9.58334 15.25378 24.64310
H 10.92075 15.15455 23.18035
H 9.93074 16.53907 23.04452
H 11.78995 16.32767 25.39880
H 10.67988 17.66425 24.89829
H 13.07612 16.75239 23.79861
H 9.95676 14.82144 25.41463
C 5.04963 21.22032 29.71018
C 4.11430 20.66539 28.55376
C 2.57521 20.94296 28.63440
O 1.91870 20.03273 27.82244
C 0.55774 20.24258 27.85869
N 4.66286 21.09738 27.28518
H 4.64060 20.85238 30.65114
H 4.89731 22.29238 29.83504
H 6.09514 20.97822 29.51938
H 4.33492 19.59847 28.52041
H 2.44301 22.00094 28.40787
H 2.19133 20.82209 29.64738
H 0.13176 19.99276 28.83041
H 0.22139 19.51754 27.11756
H 0.31432 21.25377 27.53259
H 4.87764 22.07165 27.44255
H 3.86293 21.16168 26.67193
C 8.76866 21.61100 35.49170
C 8.39338 22.06369 34.06912
C 7.47006 21.08657 33.22718
O 8.05333 19.82079 33.05721
C 7.46253 19.11057 31.91364
N 7.85707 23.47034 34.04727
H 9.39769 20.73869 35.31422
H 7.97333 21.44351 36.21798
H 9.41313 22.33050 35.99676
H 9.31834 22.08541 33.49287
H 7.29739 21.53237 32.24763
H 6.49756 21.02899 33.71610
H 7.92570 18.12591 31.85024
H 7.73271 19.63637 30.99787
H 6.38032 18.98579 31.95064
H 8.36018 24.06467 34.69051
H 6.87201 23.53961 34.25931
C 8.40409 23.72046 29.45279
C 8.24410 24.35321 28.09230
C 7.79292 23.28100 27.06770
O 8.89392 22.39116 26.88585
C 8.66509 21.51480 25.81879
N 7.25858 25.39306 28.33934
H 7.48385 23.22238 29.75805
H 8.66725 24.49692 30.17109
H 9.12478 22.90372 29.49329
H 9.20720 24.81639 27.87788
H 7.68114 23.85157 26.14571
H 6.95231 22.68588 27.42449
H 9.18165 21.82652 24.91100
H 7.73247 21.13132 25.40496
H 9.09291 20.53586 26.03501
H 7.71888 26.08993 28.90732
H 6.99876 25.91719 27.51599
*
```

(2)
Here is a structure of composition C24H28FIN2O3PdSi in a non-equilibrium geometry from the OMol25 dataset. Energies are from ωB97M-V with the def2-TZVPD basis set.

Computed properties:
Strongest force on any atom in eV Å⁻¹: 3.327
LUMO in eV: 3.71
Energy above the lowest of the compared OMol25 structures with the same formula, charge and spin in kJ/mol: 30.8

Structure (ORCA input):
```
! wB97M-V def2-TZVPD RIJCOSX def2/J DEFGRID3
* xyz -2 1
Pd 0.18380 0.65848 1.12110
O -1.92187 -1.38495 2.94563
C -2.67403 -0.21979 3.23807
C -2.32246 0.38426 4.59552
C -0.86419 0.80688 4.74612
C -0.44517 1.83357 3.73098
C -1.12791 3.01123 3.56016
C -0.75559 3.86479 2.48161
C 0.28002 3.51072 1.67979
C 1.02279 2.29937 1.95942
N 0.66537 1.49534 3.02935
H -1.43793 -1.20674 2.11247
H -3.73989 -0.49084 3.25179
H -2.53331 0.51668 2.43919
H -2.55975 -0.34121 5.38243
H -2.97943 1.24799 4.75032
H -0.21264 -0.05774 4.61946
H -0.70845 1.19352 5.76054
H -1.96941 3.25211 4.19913
H -1.31861 4.77201 2.28453
H 0.57490 4.11691 0.83090
H 2.07163 2.27743 1.68189
C -1.75017 -0.41868 -2.70554
Si -0.87875 1.07462 -1.93359
C -2.13458 1.80145 -0.75044
C -0.68384 2.34153 -3.34170
N 0.60974 0.80860 -1.14686
C 1.72463 0.38428 -1.77348
C 1.76778 -0.12936 -3.10412
C 2.91646 -0.59308 -3.72296
C 4.14186 -0.57718 -3.07174
C 4.16621 -0.06882 -1.77453
C 3.01653 0.38492 -1.17454
F 3.15485 0.85916 0.09070
H -2.62472 -0.06309 -3.26315
H -2.10526 -1.10793 -1.93284
H -1.12364 -0.98606 -3.39647
H -3.07286 1.99667 -1.28279
H -1.78152 2.73277 -0.30192
H -2.33360 1.09266 0.05836
H -1.65360 2.56259 -3.80060
H -0.01041 1.98644 -4.12519
H -0.27185 3.27488 -2.94823
H 0.83406 -0.18886 -3.64711
H 2.84347 -0.99077 -4.73035
H 5.04175 -0.95365 -3.54083
H 5.08516 -0.02148 -1.20040
I 3.61475 -4.99979 -2.69919
C 1.99291 -4.12285 -1.68633
C 2.19677 -2.96243 -0.96205
C 1.11340 -2.38277 -0.31043
C -0.15087 -2.94897 -0.38855
C -0.32273 -4.11872 -1.12152
C 0.74317 -4.71778 -1.77639
C -1.37048 -2.29426 0.26821
O -2.44146 -2.91126 0.18532
O -1.17754 -1.17071 0.81641
H 3.16889 -2.49061 -0.92931
H 1.24334 -1.46057 0.24762
H -1.31943 -4.53763 -1.17151
H 0.60372 -5.62327 -2.35240
*
```

(3)
Here is a cluster of 2 separate species, C5H13N3O2 in total in a non-equilibrium geometry from the OMol25 dataset. Energies are from ωB97M-V with the def2-TZVPD basis set.

Computed properties:
⟨S²⟩: 0.751
Strongest force on any atom in eV Å⁻¹: 6.722
LUMO (spin up / spin down) in eV: 3.24 / 3.56
Energy above the lowest of the compared OMol25 structures with the same formula, charge and spin in kJ/mol: 374.2

Structure (ORCA input):
```
! wB97M-V def2-TZVPD RIJCOSX def2/J DEFGRID3
* xyz -1 2
C 0.09099 -0.24008 2.05554
C -0.73974 -1.33362 3.08081
C 0.73505 -1.36565 -0.02941
N 1.02877 -0.96892 1.09595
N -0.48366 -1.87429 -0.68020
N 1.83378 -1.21919 -0.91571
H -0.44456 0.46906 1.50417
H 0.46072 0.41864 2.79673
H -1.19171 -2.31835 2.56603
H -1.58559 -0.82711 3.23540
H 1.84191 2.65159 -2.90992
H -1.29604 -1.91221 -0.09391
H -0.70042 -1.56266 -1.52386
H 1.74757 -1.75235 -1.76185
H 2.72379 -0.88828 -0.63394
H -0.14707 -1.67830 3.87918
C -1.03666 1.73555 -1.47263
C 0.11595 2.66780 -1.84766
O 0.78561 2.13369 -2.95104
O 0.24576 3.81920 -1.37204
H -1.20268 0.84096 -2.20034
H -2.05126 2.16030 -1.26819
H -0.73050 1.04422 -0.55312
*
```

(4)
Here is a structure of composition C28H39N7O8PPt from the OMol25 dataset. Energies are from ωB97M-V with the def2-TZVPD basis set.

Computed properties:
Strongest force on any atom in eV Å⁻¹: 0.595
LUMO (spin up / spin down) in eV: -5.29 / -5.29
Energy above the lowest of the compared OMol25 structures with the same formula, charge and spin in kJ/mol: 317.9

Structure (ORCA input):
```
! wB97M-V def2-TZVPD RIJCOSX def2/J DEFGRID3
* xyz 1 1
Pt 0.97365 -0.02813 -0.15818
C 2.22986 -1.09933 2.39357
N 2.70351 -0.55863 1.10598
C 3.61910 0.57048 1.39474
C 3.51355 -1.60897 0.41654
C 2.73333 -2.28727 -0.64868
C 3.12725 -3.51329 -1.16943
C 2.38976 -4.11215 -2.17465
C 1.24038 -3.49716 -2.65848
C 0.83567 -2.27935 -2.14442
C 1.57517 -1.66207 -1.12477
H 3.09247 -1.29813 3.03576
H 1.69469 -2.02749 2.22031
H 1.56987 -0.39344 2.89099
H 4.52672 0.18246 1.86594
H 3.14902 1.25230 2.09749
H 3.87930 1.09858 0.47968
H 3.85174 -2.34051 1.15536
H 4.41024 -1.13889 0.00816
H 4.01413 -4.00062 -0.78199
H 2.70642 -5.06454 -2.57866
H 0.65987 -3.97014 -3.43992
H -0.06870 -1.83177 -2.51812
O -0.46264 1.21929 3.49403
C 0.11908 1.35915 2.43687
O -0.01059 0.42352 1.51436
C 0.96474 2.55273 2.15718
C 1.08587 3.51128 3.15183
C 1.85922 4.63021 2.92160
C 2.54423 4.81023 1.73500
C 2.44591 3.83566 0.76410
C 1.60569 2.71525 0.92001
O 1.38871 1.92580 -0.11028
N 3.23861 4.03825 -0.46044
O 3.58040 3.04927 -1.08868
O 3.52468 5.17568 -0.75584
N 1.95860 5.66943 3.96285
O 1.32406 5.49169 4.98045
O 2.66640 6.62439 3.72278
H 0.56950 3.37252 4.09117
H 3.16011 5.68295 1.57542
C -0.50041 2.11693 -5.98954
C -0.20536 1.61321 -4.61117
C -1.13433 0.88228 -3.88012
C -0.82287 0.42258 -2.61702
N 0.36806 0.66835 -2.05371
C 1.27524 1.39053 -2.73471
C 1.01844 1.86750 -3.99939
H -1.45130 1.73991 -6.35934
H 0.28743 1.81973 -6.68192
H -0.53827 3.20748 -5.99081
H -2.11184 0.66578 -4.29015
H -1.51517 -0.14676 -2.01832
H 2.20733 1.59740 -2.23325
H 1.78281 2.44377 -4.50346
C -4.01022 0.41195 -0.60037
N -3.48732 -0.18196 0.62744
C -3.29515 0.81009 1.68694
P -2.46351 -1.46449 0.46979
O -1.20234 -1.21218 -0.32389
N -3.35787 -2.56141 -0.38532
C -2.69293 -3.63589 -1.10779
C -4.79252 -2.75062 -0.24260
N -2.13370 -1.93982 1.99688
C -0.85055 -2.48809 2.37614
C -3.17861 -2.11914 2.99600
H -5.00570 0.82050 -0.41788
H -4.08762 -0.33971 -1.38459
H -3.36519 1.22686 -0.94672
H -4.26742 1.14971 2.04924
H -2.74761 1.67807 1.30684
H -2.72650 0.39689 2.51441
H -1.61233 -3.53020 -1.04338
H -2.97336 -3.62793 -2.16556
H -2.97631 -4.60755 -0.69355
H -5.23395 -1.93263 0.32015
H -5.01610 -3.68974 0.27279
H -5.26977 -2.78818 -1.22572
H -0.15586 -2.38336 1.54784
H -0.94426 -3.55042 2.62431
H -0.45326 -1.95920 3.24543
H -4.13048 -1.73660 2.63485
H -2.91708 -1.58459 3.91245
H -3.30181 -3.17826 3.23916
*
```

no.,M (g mol⁻¹),total energy (eV)
1,979.82,-118858.91942
2,672.91,-56643.24619
3,147.18,-13956.70788
4,827.71,-69003.74205